1.
ORCA calculation (ωB97M-V/def2-TZVPD) on C27H38ClF9N4O2S2 as an isolated structure.

Positions of all 83 atoms, in Å:
C  2.04  4.61  -3.49
C  1.28  4.11  -2.27
Cl  0.26  5.46  -1.63
C  0.44  2.87  -2.58
C  -0.82  2.68  -1.76
C  -2.11  2.81  -2.41
C  -2.25  3.05  -3.90
C  -2.05  1.72  -4.65
C  -1.98  1.83  -6.16
F  -2.46  0.71  -6.76
F  -2.78  2.86  -6.58
C  -0.58  2.17  -6.76
F  -0.73  2.62  -8.01
F  -0.03  3.16  -6.02
S  0.68  0.74  -6.87
F  -0.15  0.12  -8.07
F  -0.13  -0.15  -5.83
F  1.54  1.31  -5.67
F  1.55  1.59  -7.89
F  1.71  -0.44  -7.01
C  -3.25  2.69  -1.69
C  -3.16  2.47  -0.30
N  -4.19  2.38  0.55
S  -3.58  2.18  2.01
N  -2.00  2.18  1.67
C  -1.90  2.35  0.34
C  -0.71  2.43  -0.43
C  0.61  2.27  0.23
C  1.09  3.20  1.14
C  2.34  3.03  1.70
C  3.13  1.94  1.37
C  2.65  1.00  0.48
C  1.39  1.16  -0.08
H  1.44  4.52  -4.40
H  2.97  4.07  -3.62
H  2.29  5.67  -3.38
H  1.99  3.89  -1.48
H  0.18  2.92  -3.63
H  1.08  1.99  -2.46
H  -1.58  3.82  -4.26
H  -3.27  3.39  -4.07
H  -2.92  1.08  -4.46
H  -1.18  1.19  -4.27
H  -4.22  2.79  -2.17
H  0.49  4.06  1.39
H  2.72  3.76  2.41
H  4.10  1.81  1.81
H  3.24  0.13  0.21
H  1.01  0.41  -0.77
C  1.31  -0.64  5.28
C  0.36  0.22  4.46
C  -1.13  0.06  4.80
O  -1.72  -1.13  4.32
C  -1.53  -2.26  5.16
N  0.60  0.00  3.03
H  1.29  -1.68  4.95
H  2.33  -0.28  5.17
H  1.05  -0.61  6.34
H  0.60  1.27  4.66
H  -1.64  0.87  4.28
H  -1.32  0.16  5.88
H  -1.57  -1.99  6.22
H  -0.59  -2.77  4.94
H  -2.34  -2.96  4.95
H  0.04  0.65  2.49
H  0.24  -0.92  2.79
C  1.24  -7.38  1.98
C  -0.15  -6.88  2.36
C  -0.19  -5.39  2.74
O  0.34  -5.09  4.02
C  1.74  -4.95  4.09
N  -0.70  -7.74  3.41
H  1.87  -7.54  2.86
H  1.16  -8.34  1.47
H  1.75  -6.68  1.31
H  -0.79  -6.98  1.49
H  -1.23  -5.08  2.78
H  0.31  -4.78  1.98
H  2.14  -4.50  3.17
H  2.24  -5.90  4.27
H  1.96  -4.29  4.92
H  -1.67  -7.50  3.58
H  -0.22  -7.54  4.28

Computed properties:
gap between HOMO and LUMO	8.21	eV
E_tot	-3576.4296	Ha



2.
ORCA calculation (ωB97M-V/def2-TZVPD) on C27H38I2N10O2Pd as an isolated structure.

Positions of all 80 atoms, in Å:
Pd  -0.07  0.28  -0.10
C  3.01  -3.18  -1.69
C  1.61  -3.61  -1.45
N  1.26  -4.85  -1.72
C  0.01  -5.22  -1.53
C  -1.02  -4.39  -1.04
C  -2.41  -4.99  -0.91
O  -3.37  -4.22  -1.61
C  -0.71  -3.08  -0.69
C  -1.77  -2.28  -0.08
N  -1.69  -1.11  0.45
C  -2.82  -0.63  1.19
C  -3.74  -1.53  1.75
C  -4.85  -1.09  2.43
C  -5.08  0.27  2.61
C  -4.15  1.17  2.13
C  -3.03  0.73  1.44
I  -1.66  2.23  0.90
C  0.65  -2.64  -0.92
O  1.07  -1.48  -0.72
H  3.59  -4.01  -2.05
H  3.45  -2.78  -0.77
H  3.03  -2.36  -2.41
H  -0.22  -6.26  -1.77
H  -2.70  -5.01  0.14
H  -2.39  -6.02  -1.25
H  -3.49  -4.57  -2.50
H  -2.72  -2.79  -0.06
H  -3.57  -2.60  1.68
H  -5.54  -1.81  2.84
H  -5.95  0.62  3.14
H  -4.30  2.23  2.29
C  0.92  0.85  3.13
N  1.00  -0.22  2.09
C  0.31  -1.41  2.67
N  0.89  -1.84  3.93
C  0.80  -0.73  4.88
N  1.52  0.44  4.38
C  2.92  0.08  4.16
N  3.03  -1.02  3.20
C  2.44  -0.60  1.95
C  2.30  -2.17  3.71
H  -0.13  1.10  3.30
H  1.44  1.74  2.75
H  0.37  -2.23  1.95
H  -0.74  -1.15  2.84
H  1.24  -1.04  5.83
H  -0.24  -0.48  5.05
H  3.36  -0.22  5.11
H  3.46  0.95  3.78
H  2.51  -1.40  1.21
H  2.99  0.27  1.58
H  2.74  -2.49  4.65
H  2.37  -2.99  2.99
I  2.36  3.49  -1.43
C  2.13  1.81  -0.33
H  2.08  2.01  0.73
H  2.68  0.94  -0.68
C  -0.99  -0.86  -2.97
N  -1.01  0.45  -2.25
C  -2.43  0.94  -2.31
N  -2.91  1.05  -3.67
C  -2.84  -0.26  -4.31
N  -1.46  -0.75  -4.33
C  -0.62  0.20  -5.06
N  -0.67  1.52  -4.42
C  -0.19  1.40  -3.06
C  -2.05  1.99  -4.40
H  -1.63  -1.56  -2.43
H  0.04  -1.22  -2.98
H  -2.47  1.93  -1.85
H  -3.06  0.25  -1.74
H  -3.20  -0.17  -5.34
H  -3.47  -0.96  -3.77
H  -0.98  0.29  -6.08
H  0.41  -0.16  -5.07
H  -0.25  2.38  -2.58
H  0.84  1.05  -3.05
H  -2.41  2.08  -5.42
H  -2.10  2.97  -3.92

Computed properties:
gap between HOMO and LUMO (alpha / beta)	6.86 / 4.94	eV
spin multiplicity	5
relative energy (zero: lowest compared OMol25 entry of this formula, charge and spin)	35.5	kJ/mol
E_tot	-2472.2784	Ha
total charge	+2



> E_tot of number 2 (C27H38I2N10O2Pd)?

-2472.2784 Ha



> E_tot of number 2 (C27H38I2N10O2Pd)?

-2472.2784 Ha



> Which of these has the highest E_tot?

C27H38I2N10O2Pd